This record from the Open Molecules 2025 dataset describes 4 unconnected molecules or ions with the total composition C44H96BN10O13P5S in a non-equilibrium geometry. The level of theory is wB97M-V/def2-TZVPD.

Structure (XYZ):
```
170
Properties=species:S:1:pos:R:3:forces:R:3:lowdin_charge:R:1
C 3.27170 -0.02661 3.66933 -0.6437 -0.2122 -0.1185 -0.0571
C 2.00874 -0.90261 3.25679 0.8590 1.1532 -0.0295 -0.2139
O 0.96557 -0.63751 4.22579 -0.9344 -1.2452 -1.2377 -0.0067
B -0.26133 -1.21479 3.82548 0.4421 -0.1676 1.4098 -0.6057
O -0.63946 -2.46674 4.37526 0.7667 1.2041 -1.8332 0.1155
C -1.20162 -0.49925 2.73342 -1.2383 0.6921 -1.2794 -0.0610
C -1.24809 -1.07330 1.37989 -1.7322 2.4917 0.3872 0.0710
C -2.07675 -0.38721 0.39961 0.0124 0.4211 1.2897 -0.0279
C -2.86960 0.80947 0.75204 0.5407 -0.2897 0.4264 -0.0170
C -2.83837 1.40808 2.09766 2.1868 -2.9055 -1.1583 -0.1704
S -3.77341 2.91332 2.51438 -3.7556 1.3199 1.8915 0.6743
C -3.76467 4.15517 1.14027 0.6098 0.1742 0.1156 -0.1140
O -3.29428 3.63175 3.69946 1.1544 -0.9162 -1.6062 -0.3929
O -5.17245 2.50413 2.72398 1.8066 -0.1638 -1.0079 -0.3319
C -1.98723 0.69395 3.08946 -0.5603 0.5352 -1.9214 -0.3433
P -1.79858 1.23761 4.87444 0.5712 -1.2530 -0.0271 0.9575
P -0.08814 2.62684 4.75716 2.0626 0.5579 -0.6213 0.3958
O 1.01507 2.15139 5.63847 -1.2887 0.8271 -0.3118 -0.3491
O -0.53955 4.20711 5.00242 0.8335 -1.4290 -0.5691 -0.2115
O 0.50362 2.55311 3.17638 -1.2580 0.5023 1.2298 -0.2114
C -3.74009 1.37478 -0.43421 1.2613 -0.7409 -0.5242 -0.2777
O -4.86426 1.78375 -0.30961 0.5771 0.0607 0.0574 0.1229
C -3.02645 1.30371 -1.83215 0.9411 -0.3201 -0.4007 -0.0449
C -3.20656 2.49240 -2.82716 -1.5661 -0.0292 0.4679 -0.1585
N -2.81090 3.81633 -2.29163 0.3718 -0.5673 -0.6790 -0.1108
C -1.58099 4.35307 -2.90832 0.1266 0.7875 0.5730 -0.1217
C -2.26046 0.21716 -2.15268 -0.0791 0.3115 0.5508 -0.0650
C -1.46570 0.04074 -3.47727 -0.1802 -0.6236 0.6496 -0.1521
C -2.16651 -0.86010 -4.56431 1.6299 -0.4891 -0.4033 -0.1611
C -0.99627 -1.45577 -5.48667 -1.1849 0.3699 -0.0206 -0.1926
C -0.13260 -0.34547 -6.20272 0.4972 -0.0210 -0.8500 -0.2024
C 1.41061 -0.65575 -6.27215 -0.0995 -1.2277 0.1948 -0.2089
C 2.14639 -0.67831 -4.88285 0.5152 0.4253 -0.0185 -0.2122
C 2.06009 0.66082 -4.06197 0.9354 -0.1431 0.1068 -0.2176
C 2.80661 1.89067 -4.71139 -1.2976 0.9468 1.1508 -0.1787
C 2.24644 3.19983 -3.98316 0.1914 -0.0866 0.1679 -0.1641
C 2.94894 3.50382 -2.60546 -0.6734 0.3513 0.1122 -0.2207
O 3.68412 4.73798 -2.71516 -0.5558 -0.2852 0.8561 -0.2213
C 3.37910 5.66174 -1.67042 0.9273 1.1327 0.3334 -0.1291
C -2.13671 -0.92109 -1.07937 -0.5813 1.5818 0.2040 -0.2652
O -2.12299 -2.09483 -1.34953 0.4032 0.4872 0.1747 0.1242
H 3.46440 0.80814 2.94746 -0.2009 -0.8134 0.5113 0.0699
H 3.04006 0.45161 4.66224 0.3592 -0.6626 -0.9230 0.0822
H 4.16620 -0.69455 3.70910 -0.6031 0.7468 0.1416 0.0694
H 1.62158 -0.58452 2.25173 0.4828 -0.3869 0.6131 0.1167
H 2.30877 -1.98907 3.22641 -0.5260 0.9163 0.1452 0.1256
H -0.10296 -3.11599 3.87305 -0.3205 -0.1097 0.8643 0.1244
H -0.69253 -1.98663 1.07256 -0.4708 0.8252 0.4000 0.1352
H -3.75754 5.16277 1.63914 0.1528 -1.1721 -0.1507 0.0741
H -2.80582 4.03578 0.57883 -0.8501 0.1943 0.3614 0.0617
H -4.68753 4.09251 0.52000 0.9025 -0.4303 0.4601 0.0789
H -2.95457 1.92392 5.33628 0.4194 0.2616 -0.7494 -0.0465
H 0.29268 4.72212 4.96257 -0.5070 -0.1098 0.3016 0.0693
H 1.21065 3.21057 3.05455 -0.2186 -0.3442 0.1315 0.0683
H -4.31493 2.55408 -3.05041 1.0314 -0.2177 0.1671 0.1290
H -2.70201 2.35452 -3.81184 -0.3307 -0.2537 0.9570 0.1058
H -2.76043 3.79612 -1.27650 0.1284 0.1087 -0.4672 0.0502
H -1.62901 4.26339 -4.02307 0.0284 -0.1204 0.9783 0.0867
H -1.56845 5.46020 -2.69068 0.2961 -1.1124 -0.1645 0.0773
H -0.63455 3.88137 -2.50409 -0.7783 0.4514 -0.5792 0.0727
H -0.50612 -0.48936 -3.19986 -0.9629 0.4825 -0.2328 0.1197
H -1.15391 1.02849 -3.89517 -0.4535 -0.7822 0.4376 0.0872
H -2.84503 -0.30331 -5.25686 0.2201 -0.3108 0.9596 0.1148
H -2.66158 -1.74370 -4.07332 0.1940 1.0896 -0.5047 0.1157
H -0.40791 -2.17274 -4.85857 -0.2682 0.6577 -0.6558 0.1093
H -1.53790 -2.02964 -6.29401 0.8279 0.2716 0.8534 0.1111
H -0.26553 0.69176 -5.80091 -0.0896 -0.9130 -0.0995 0.0955
H -0.49113 -0.30668 -7.27369 0.3325 0.1370 1.0784 0.1120
H 1.97062 -0.00749 -7.00487 -0.7675 -0.3427 0.8408 0.1077
H 1.50108 -1.70333 -6.69399 -0.0201 1.0153 0.3605 0.1119
H 3.24608 -0.84939 -5.09462 -1.0470 0.1241 0.2029 0.1067
H 1.84775 -1.54647 -4.22456 -0.0331 0.8545 -0.8036 0.1029
H 2.57776 0.46248 -3.07429 -0.6265 0.2407 -0.8569 0.1171
H 1.02454 0.98963 -3.80458 0.7304 -0.5424 -0.4161 0.0687
H 3.89696 1.84564 -4.46859 -0.7584 -0.0782 -0.7125 0.1127
H 2.58289 2.03336 -5.79828 0.4574 -0.5171 0.8087 0.1062
H 1.14042 3.11391 -3.77363 1.0435 -0.1503 -0.4325 0.0795
H 2.35340 4.11283 -4.63300 0.1254 -0.8782 0.6886 0.1190
H 3.63922 2.69085 -2.24658 -0.5025 0.5597 -0.5753 0.1233
H 2.17846 3.63936 -1.78777 0.6380 -0.2717 -0.8854 0.1096
H 4.30819 6.28546 -1.51568 -0.8973 -0.6119 -0.1713 0.0906
H 3.17222 5.17560 -0.67669 -0.0151 0.2886 -1.0082 0.0862
H 2.56708 6.39850 -1.94596 0.5057 -1.0291 0.2586 0.0962
C -2.99123 -8.76193 5.26843 -0.3260 -0.0391 0.6172 -0.1274
N -1.68569 -8.14173 5.34000 0.7531 -1.0449 -0.9775 -0.3092
C -0.64887 -9.04711 4.84087 0.4096 0.3634 -0.1536 -0.1430
P -1.10826 -6.92729 6.43330 -7.2939 1.5331 -3.5225 0.7762
O -0.38255 -6.15103 5.33136 3.4800 -1.0827 2.5027 -0.3123
N -2.29608 -5.65744 6.65567 -0.2100 0.8179 0.5878 -0.3301
C -3.62027 -5.69630 6.05461 -0.2178 -0.5120 0.2556 -0.1517
C -1.77757 -4.30633 6.39131 0.2082 -0.0311 0.0902 -0.1600
N -1.78064 -7.77753 7.80433 2.3325 -0.2039 0.5058 -0.3122
C -1.13967 -9.03176 8.19005 0.2298 -0.1882 -0.2949 -0.1350
C -2.99898 -7.51935 8.54211 -0.0617 0.7906 0.8297 -0.1241
H -3.21397 -9.42897 6.11137 -0.1286 -0.0665 0.0742 0.0721
H -3.07993 -9.36341 4.35950 0.3711 0.0070 0.0607 0.0834
H -3.79554 -8.03556 5.17102 0.1245 0.0601 0.2653 0.0535
H -0.30909 -9.74423 5.61584 0.0153 -0.2220 -0.1010 0.0601
H 0.22262 -8.48629 4.49442 -0.0586 0.0981 0.1258 0.0701
H -0.99264 -9.63523 3.98679 -0.1805 0.0985 0.0899 0.0770
H -3.57908 -5.75855 4.95906 -0.0478 -0.0152 -0.0343 0.0912
H -4.18962 -4.79941 6.31758 0.3001 0.1081 -0.0035 0.0846
H -4.22911 -6.51097 6.44288 0.0766 -0.1770 -0.1226 0.0485
H -1.73403 -4.09220 5.32306 0.0287 -0.0648 0.1384 0.0517
H -0.78476 -4.16139 6.81638 -0.0264 -0.0677 -0.1314 0.0757
H -2.42389 -3.54501 6.84535 -0.1211 -0.2876 0.0759 0.0861
H -1.55020 -9.88450 7.63826 -0.0273 -0.0287 0.0002 0.0728
H -1.25816 -9.24649 9.25450 -0.0325 0.2006 -0.0345 0.0787
H -0.06468 -8.98555 8.00224 -0.0623 -0.1080 -0.0589 0.0770
H -3.87128 -7.93913 8.03344 0.0444 0.0541 -0.1481 0.0774
H -3.15763 -6.45912 8.73219 -0.0198 -0.0333 -0.3625 0.0840
H -2.96913 -7.97527 9.53747 0.2817 -0.1653 -0.1295 0.0791
C 6.10452 -6.23247 -6.37527 0.2888 -0.0927 0.6151 -0.1277
N 4.90122 -5.43310 -6.28837 0.4333 0.9535 -1.3201 -0.3093
C 5.03277 -4.20451 -7.07446 -0.5543 0.1145 -0.1153 -0.1402
P 3.73421 -5.34058 -5.00743 2.3771 -7.4547 -2.7087 0.7745
O 2.56159 -5.35111 -5.99086 -0.8541 3.9749 1.9872 -0.3113
N 3.33990 -6.94006 -4.40241 -0.5745 -0.5059 0.8080 -0.3327
C 3.99486 -8.15041 -4.87515 0.5945 0.1013 0.1477 -0.1540
C 1.90130 -7.23988 -4.40752 -0.2211 0.1938 0.0713 -0.1622
N 5.01832 -5.20867 -3.82819 -1.0511 2.0358 0.3973 -0.3114
C 5.77724 -3.96124 -3.80736 -0.0264 0.2454 -0.3460 -0.1306
C 5.57404 -6.21896 -2.95283 -0.5102 -0.2662 1.0165 -0.1234
H 6.89986 -5.91620 -5.68783 0.1465 -0.0644 0.0620 0.0716
H 6.52365 -6.18468 -7.38413 -0.1926 0.3190 0.0264 0.0841
H 5.91420 -7.29386 -6.23022 -0.0725 0.1218 0.2549 0.0532
H 5.54335 -3.41372 -6.51227 0.1623 0.1083 -0.1534 0.0593
H 4.05113 -3.82290 -7.36606 -0.0337 -0.0727 0.1457 0.0678
H 5.58501 -4.36726 -8.00290 0.0263 -0.1792 0.1237 0.0775
H 3.87099 -8.29603 -5.95628 0.0350 -0.0252 -0.0298 0.0915
H 3.58784 -9.03182 -4.36982 -0.2464 0.1984 0.0009 0.0837
H 5.05326 -8.17516 -4.62342 0.0796 0.1311 -0.1623 0.0485
H 1.54647 -7.52049 -5.40673 -0.0556 0.1279 0.0275 0.0787
H 1.30917 -6.39656 -4.05296 0.0645 -0.0016 -0.1356 0.0695
H 1.67932 -8.08036 -3.73887 0.3149 0.0703 0.0226 0.0784
H 6.61611 -3.98419 -4.51131 0.0332 -0.0137 -0.0015 0.0740
H 6.18862 -3.74399 -2.81902 -0.1572 -0.1395 0.0200 0.0802
H 5.13350 -3.11740 -4.06624 0.1124 -0.0090 -0.0803 0.0694
H 6.30794 -6.83988 -3.47399 -0.0942 -0.0134 -0.1385 0.0774
H 4.80980 -6.85050 -2.50251 -0.0234 -0.0746 -0.3515 0.0839
H 6.09507 -5.76909 -2.10106 -0.0372 0.2833 -0.1811 0.0797
C -2.44209 8.28841 2.89991 -0.2690 0.6163 0.1047 -0.1205
N -1.34287 8.21333 1.95958 0.9170 -0.9734 0.8734 -0.3049
C -0.13422 7.70589 2.61001 0.3210 -0.2351 -0.4193 -0.1385
P -1.04541 9.16237 0.54124 -7.5016 -3.0106 0.8506 0.7740
O -0.61093 7.95263 -0.28911 3.7423 2.3140 -0.1199 -0.3216
N -2.51339 9.37700 -0.39732 -0.4204 0.3876 -0.8836 -0.3302
C -3.81116 8.88347 0.03769 -0.0860 0.3336 0.5249 -0.1490
C -2.38564 8.97141 -1.80380 0.2418 0.0600 -0.1693 -0.1584
N -1.39565 10.64134 1.40147 2.2895 0.2982 -0.4947 -0.3110
C -0.42771 11.07167 2.40714 0.2743 -0.2993 0.1604 -0.1320
C -2.59730 11.44932 1.39650 -0.2304 0.7789 -0.8235 -0.1215
H -2.43568 9.19351 3.52046 -0.1052 0.0852 0.0787 0.0738
H -2.41827 7.43660 3.58558 0.3548 0.0240 -0.1083 0.0856
H -3.41346 8.19815 2.41761 0.1126 0.2561 -0.1134 0.0527
H 0.41848 8.50299 3.12083 0.0690 -0.0880 0.2167 0.0629
H 0.53999 7.25104 1.87949 -0.0715 0.1312 -0.1097 0.0688
H -0.35912 6.92757 3.34372 -0.2320 0.0952 -0.0514 0.0667
H -3.81366 7.79556 0.18993 -0.0407 -0.0329 0.0272 0.0818
H -4.58182 9.11938 -0.70259 0.2559 -0.0416 -0.1750 0.0858
H -4.16199 9.37814 0.94121 0.1218 -0.1197 0.1603 0.0511
H -2.45837 7.88293 -1.92310 0.1149 0.0271 -0.0351 0.0664
H -1.44470 9.30642 -2.23947 -0.0092 -0.1124 0.0996 0.0713
H -3.18539 9.41573 -2.40835 -0.0314 0.0951 0.3037 0.0803
H -0.62962 10.62031 3.38456 -0.0259 0.0048 0.0304 0.0741
H -0.42752 12.15525 2.54375 -0.0871 -0.0507 -0.1838 0.0801
H 0.58555 10.79852 2.10442 -0.0346 -0.0416 0.1232 0.0775
H -3.35500 11.04317 2.07225 0.0265 -0.1567 -0.0483 0.0789
H -3.01829 11.56936 0.39966 -0.0301 -0.3459 0.0739 0.0840
H -2.39459 12.47122 1.73354 0.3063 -0.1414 0.0955 0.0804
```
Positions in Å, forces in eV/Å.

## Properties
SMILES = CCOB(O)c1cc2c(c(S(C)(=O)=O)c1PP(=O)(O)O)C(=O)C(CNC)=C(CCCCCCCCCCOC)C2=O.CN(C)P(=O)(N(C)C)N(C)C.CN(C)P(=O)(N(C)C)N(C)C.CN(C)P(=O)(N(C)C)N(C)C
Gap between HOMO and LUMO = 6.85 eV
M = 1171.1 g mol⁻¹
E_tot = -146648.7796 eV